# 1
Density functional theory data (the ωB97M-V functional and the def2-TZVPD basis) for a structure of composition C54H56Cl5N8O3SeV.

Structure (ORCA input):
```
! RIJCOSX wB97M-V def2-TZVPD def2/J DEFGRID3
* xyz 2 1
V -0.27 0.30 -0.43
C 2.96 -4.85 4.23
C 1.85 -3.97 4.83
C 2.34 -3.32 6.14
C 0.64 -4.85 5.15
C 1.51 -2.87 3.83
C 0.24 -2.71 3.29
C 0.02 -1.76 2.31
Se -1.78 -1.52 1.66
C -1.68 -2.78 0.22
C -1.93 -4.11 0.45
C -1.86 -5.03 -0.60
C -1.65 -4.51 -1.87
C -1.44 -3.16 -2.16
C -1.38 -2.29 -1.07
O -0.96 -1.00 -1.09
C -1.35 -2.76 -3.64
C -1.18 -1.26 -3.85
C -0.19 -3.49 -4.33
C -2.67 -3.17 -4.32
C -1.98 -6.52 -0.32
C -1.92 -7.36 -1.59
C -0.81 -6.92 0.60
C -3.31 -6.80 0.40
C 1.05 -0.92 1.86
O 0.72 -0.07 0.85
C 2.32 -0.98 2.47
C 2.50 -1.98 3.42
C 3.45 0.00 2.15
C 2.96 1.43 2.43
C 4.70 -0.24 3.01
C 3.89 -0.11 0.68
H 3.19 -5.66 4.92
H 2.64 -5.28 3.28
H 3.88 -4.29 4.06
H 2.54 -4.09 6.88
H 3.27 -2.76 5.99
H 1.59 -2.64 6.54
H 0.94 -5.62 5.85
H -0.17 -4.28 5.60
H 0.26 -5.35 4.25
H -0.60 -3.31 3.63
H -2.18 -4.43 1.45
H -1.66 -5.20 -2.71
H -0.22 -0.91 -3.46
H -1.20 -1.05 -4.92
H -1.99 -0.70 -3.38
H 0.77 -3.23 -3.89
H -0.30 -4.57 -4.29
H -0.17 -3.21 -5.39
H -3.53 -2.68 -3.85
H -2.64 -2.89 -5.37
H -2.84 -4.25 -4.27
H -0.98 -7.21 -2.12
H -1.99 -8.41 -1.32
H -2.75 -7.13 -2.26
H 0.14 -6.74 0.10
H -0.82 -6.36 1.54
H -0.88 -7.98 0.84
H -4.16 -6.48 -0.22
H -3.41 -7.87 0.58
H -3.38 -6.29 1.36
H 3.47 -2.06 3.87
H 2.63 1.53 3.47
H 3.76 2.15 2.25
H 2.13 1.68 1.77
H 4.48 -0.13 4.08
H 5.12 -1.23 2.84
H 5.45 0.50 2.75
H 3.08 0.19 0.02
H 4.74 0.54 0.50
H 4.17 -1.14 0.44
C -1.22 3.94 3.84
N -1.48 3.00 2.76
C -0.63 2.53 1.86
N -1.28 1.75 1.00
C -2.57 1.76 1.48
N -2.71 2.52 2.53
C -1.01 5.36 3.37
C -0.77 6.33 4.34
C -0.56 7.65 3.98
C -0.56 8.02 2.65
C -0.80 7.06 1.67
C -1.03 5.73 2.04
C -0.79 7.46 0.27
N -0.65 8.66 -0.19
N -0.69 8.57 -1.55
C -0.86 7.32 -1.84
O -0.93 6.55 -0.72
C -0.99 6.74 -3.17
C -0.84 7.58 -4.28
C -0.99 7.05 -5.55
C -1.30 5.72 -5.73
C -1.45 4.88 -4.62
C -1.82 3.43 -4.88
N -1.89 2.64 -3.67
C -0.95 1.87 -3.15
N -1.34 1.43 -1.96
C -2.58 2.00 -1.81
N -2.93 2.74 -2.82
C -1.29 5.39 -3.35
H -0.34 3.59 4.38
H -2.07 3.88 4.51
H 0.42 2.79 1.83
H -3.39 1.22 1.05
H -0.76 6.05 5.39
H -0.38 8.39 4.75
H -0.39 9.05 2.35
H -1.23 5.02 1.25
H -0.62 8.62 -4.12
H -0.87 7.69 -6.42
H -1.43 5.32 -6.73
H -1.08 2.97 -5.53
H -2.79 3.37 -5.38
H -0.03 1.62 -3.66
H -3.22 1.85 -0.96
H -1.40 4.77 -2.47
Cl 1.72 -2.33 -1.57
C 2.05 -0.75 -2.16
C 1.34 0.33 -1.64
C 1.80 1.60 -1.90
Cl 1.08 2.86 -0.94
C 2.83 1.86 -2.79
Cl 3.30 3.47 -3.12
C 3.46 0.77 -3.40
Cl 4.72 1.04 -4.53
C 3.09 -0.53 -3.06
Cl 3.93 -1.87 -3.73
*
```

Output
DFT total energy, eV: -228603.57788
Energy above the lowest of the compared OMol25 structures with the same formula, charge and spin, kJ/mol: 0.00
Strongest force on any atom, eV/Å: 2.932
Lowest unoccupied orbital energy, eV: -7.52
E_HOMO, eV: -12.41
Gap between HOMO and LUMO, eV: 4.89

---

# 2
Density functional theory data (the ωB97M-V functional and the def2-TZVPD basis) for a cluster of 2 separate species, C40H41N4 in total.

Structure (ORCA input):
```
! RIJCOSX wB97M-V def2-TZVPD def2/J DEFGRID3
* xyz 1 1
C 6.53 1.29 -0.82
C 5.08 1.46 -0.50
C 4.14 0.93 -1.39
C 2.79 1.25 -1.28
C 1.90 1.13 -2.48
C 2.33 1.77 -0.07
N 0.97 2.19 -0.01
C -0.25 1.46 0.16
N -1.27 2.38 -0.28
C -2.66 2.29 -0.11
C -3.19 1.79 1.13
C -2.36 1.39 2.19
C -4.61 1.65 1.20
C -5.43 2.01 0.14
C -6.90 1.72 0.20
C -4.87 2.65 -0.98
C -3.48 2.78 -1.14
C -2.96 3.43 -2.39
C -0.66 3.58 -0.58
C 0.67 3.45 -0.48
C 3.25 2.41 0.78
C 2.78 3.44 1.77
C 4.61 2.21 0.59
H 7.16 1.84 -0.11
H 6.82 0.23 -0.81
H 6.74 1.66 -1.83
H 4.47 0.32 -2.22
H 1.01 0.52 -2.30
H 1.58 2.11 -2.87
H 2.47 0.62 -3.28
H -2.62 0.52 2.78
H -0.43 1.08 1.17
H -1.62 2.08 2.60
H -5.05 1.30 2.13
H -7.43 2.32 -0.54
H -7.10 0.66 -0.01
H -7.29 1.94 1.20
H -5.52 3.05 -1.76
H -3.76 3.46 -3.13
H -2.66 4.48 -2.21
H -2.11 2.89 -2.84
H -1.19 4.46 -0.89
H 1.42 4.19 -0.73
H 3.61 3.70 2.44
H 2.49 4.36 1.23
H 1.93 3.11 2.36
H 5.32 2.70 1.25
C -4.66 -1.56 1.11
N -3.33 -1.80 0.61
C -2.56 -0.91 -0.08
C -1.24 -1.38 -0.12
C -0.08 -0.59 -0.31
C 1.15 -1.19 0.14
C 1.38 -1.65 1.45
N 2.49 -2.44 1.47
C 2.77 -3.43 2.50
C 3.09 -2.44 0.20
C 2.26 -1.69 -0.67
C 2.47 -1.82 -2.03
C 3.65 -2.42 -2.48
C 4.49 -3.12 -1.59
C 4.16 -3.20 -0.23
C -1.30 -2.77 0.35
C -2.59 -2.94 0.89
C -3.09 -4.17 1.34
C -2.29 -5.29 1.11
C -1.02 -5.16 0.54
C -0.51 -3.90 0.18
H -5.12 -2.52 1.35
H -4.64 -0.95 2.04
H -5.25 -1.02 0.36
H -2.97 -0.04 -0.59
H -0.18 0.40 -0.90
H 0.73 -1.57 2.31
H 3.84 -3.67 2.48
H 2.50 -3.00 3.47
H 2.18 -4.35 2.33
H 1.73 -1.45 -2.73
H 3.93 -2.36 -3.53
H 5.37 -3.64 -1.97
H 4.70 -3.84 0.47
H -4.07 -4.23 1.80
H -2.68 -6.28 1.35
H -0.42 -6.05 0.36
H 0.47 -3.82 -0.27
*
```

Output
DFT total energy, eV: -48094.41365
Energy above the lowest of the compared OMol25 structures with the same formula, charge and spin, kJ/mol: 471.66
Strongest force on any atom, eV/Å: 5.578
Lowest unoccupied orbital energy, eV: -4.30
E_HOMO, eV: -8.62
Gap between HOMO and LUMO, eV: 4.32

---

# 3
Density functional theory data (the ωB97M-V functional and the def2-TZVPD basis) for a cluster of 11 separate species, C4H30O13 in total.

Structure (ORCA input):
```
! RIJCOSX wB97M-V def2-TZVPD def2/J DEFGRID3
* xyz 0 1
O -0.49 -2.55 0.41
H -0.17 -1.70 0.63
H -0.24 -3.12 1.13
O -1.57 0.70 0.13
H -1.01 0.58 0.86
H -1.83 -0.17 -0.10
O -1.35 1.73 -2.54
H -2.26 1.43 -2.56
H -1.17 1.46 -1.69
O -2.98 2.75 1.50
H -3.71 3.03 0.97
H -2.40 2.17 1.04
O -1.01 -1.00 2.87
H -1.53 -0.27 3.17
H -1.68 -1.67 2.58
O -3.64 0.47 -2.54
H -3.69 0.31 -3.52
H -3.65 -0.38 -2.17
O -0.02 1.87 2.12
H 0.40 2.20 2.94
H 0.04 2.55 1.46
O -3.53 0.81 3.28
H -3.08 1.50 2.77
H -3.22 0.91 4.21
O -3.17 -1.52 -0.71
H -3.32 -1.69 0.20
H -3.00 -2.39 -1.01
C 2.86 -2.25 0.05
C 2.70 -1.07 1.01
O 1.45 -0.52 0.73
O 4.14 -2.85 0.20
H 2.67 -1.94 -0.96
H 2.11 -3.04 0.25
H 3.56 -0.41 0.92
H 2.72 -1.42 2.04
H 1.37 0.22 1.34
H 4.84 -2.25 0.01
C 1.74 1.03 -2.12
C 3.15 0.46 -2.35
O 4.05 1.47 -2.77
O 0.83 0.00 -1.81
H 1.37 1.44 -3.03
H 1.75 1.76 -1.34
H 3.09 -0.33 -3.11
H 3.62 -0.03 -1.53
H 4.27 2.02 -2.04
H 0.99 -0.28 -0.92
*
```

Output
DFT total energy, eV: -31251.22363
Energy above the lowest of the compared OMol25 structures with the same formula, charge and spin, kJ/mol: 175.02
Strongest force on any atom, eV/Å: 3.315
Lowest unoccupied orbital energy, eV: -0.16
E_HOMO, eV: -9.28
Structure (SMILES): OCCO.OCCO.O.O.O.O.O.O.O.O.O
Gap between HOMO and LUMO, eV: 9.12

---

# 4
Density functional theory data (the ωB97M-V functional and the def2-TZVPD basis) for the molecule C12H11BO2.

Structure (ORCA input):
```
! RIJCOSX wB97M-V def2-TZVPD def2/J DEFGRID3
* xyz 0 1
O 0.29 3.87 -3.46
O 0.73 1.85 -4.57
B 0.36 2.47 -3.40
C -0.15 -2.71 3.59
C -0.76 -1.48 3.65
C 0.32 -3.15 2.39
C 0.04 2.11 -0.82
C 0.13 0.22 -2.22
C -0.71 -0.65 2.59
C 0.22 -2.33 1.31
C -0.25 1.28 0.27
C 0.14 -0.59 -1.10
C 0.17 1.56 -2.09
C -0.34 -1.04 1.32
C -0.15 -0.11 0.21
H -0.18 4.39 -2.82
H 0.91 2.34 -5.42
H -0.18 -3.37 4.39
H -1.15 -1.19 4.61
H 0.69 -4.16 2.29
H -0.02 3.18 -0.72
H 0.47 -0.10 -3.19
H -1.06 0.36 2.70
H 0.67 -2.72 0.43
H -0.49 1.60 1.25
H 0.31 -1.63 -1.18
*
```

Output
DFT total energy, eV: -17396.08990
Energy above the lowest of the compared OMol25 structures with the same formula, charge and spin, kJ/mol: 89.98
Strongest force on any atom, eV/Å: 2.966
Lowest unoccupied orbital energy, eV: 0.38
E_HOMO, eV: -8.44
Structure (SMILES): OB(O)c1ccc(-c2ccccc2)cc1
Gap between HOMO and LUMO, eV: 8.82

---

# 5
Density functional theory data (the ωB97M-V functional and the def2-TZVPD basis) for a structure of composition C16H26Cl3FHfNO11P2.

Structure (ORCA input):
```
! RIJCOSX wB97M-V def2-TZVPD def2/J DEFGRID3
* xyz 1 1
Hf -0.10 0.13 -0.34
C -1.79 0.17 3.13
O -2.03 0.23 1.73
C -2.96 1.23 1.38
C -3.25 1.09 -0.08
O -2.01 1.29 -0.81
C -2.18 1.41 -2.24
C -0.98 2.19 -2.71
O 0.15 1.66 -2.00
C 1.40 2.16 -2.53
H -2.72 -0.05 3.66
H -1.38 1.12 3.49
H -1.07 -0.62 3.31
H -2.54 2.22 1.61
H -3.89 1.10 1.94
H -3.95 1.87 -0.40
H -3.64 0.11 -0.32
H -3.10 1.96 -2.45
H -2.24 0.42 -2.68
H -1.06 3.25 -2.47
H -0.83 2.06 -3.78
H 1.56 1.74 -3.52
H 2.18 1.86 -1.84
H 1.34 3.25 -2.58
N 3.04 -3.63 -0.51
C 2.13 -2.44 -0.31
C 1.37 -2.71 0.99
P 3.08 -0.90 -0.04
O 4.12 -0.91 -1.27
O 3.73 -0.89 1.26
O 2.00 0.14 -0.39
P 1.09 -2.48 -1.87
O 2.27 -2.61 -2.96
O 0.35 -3.75 -1.78
O 0.42 -1.13 -2.06
H 3.62 -3.80 0.31
H 3.63 -3.47 -1.33
H 2.44 -4.45 -0.70
H 2.10 -2.91 1.79
H 0.67 -3.53 0.90
H 0.80 -1.86 1.37
H 5.00 -0.61 -0.99
H 2.57 -1.76 -3.31
Cl -4.50 -2.40 -0.40
C -2.94 -3.07 -0.98
Cl -2.61 -2.42 -2.59
Cl -3.04 -4.81 -1.07
C -1.89 -2.63 0.08
O -1.72 -3.33 1.05
O -1.36 -1.45 -0.10
F 1.36 4.65 3.95
C 1.05 3.70 3.06
C 0.27 4.03 1.97
C -0.06 3.03 1.06
C 0.38 1.70 1.21
C 1.19 1.44 2.32
C 1.52 2.42 3.25
H -0.07 5.05 1.84
H -0.68 3.31 0.22
H 1.62 0.45 2.47
H 2.15 2.20 4.11
*
```

Output
DFT total energy, eV: -101198.30266
Energy above the lowest of the compared OMol25 structures with the same formula, charge and spin, kJ/mol: 186.33
Strongest force on any atom, eV/Å: 1.127
Lowest unoccupied orbital energy, eV: -2.74
E_HOMO, eV: -11.28
Gap between HOMO and LUMO, eV: 8.54

---

# 6
Density functional theory data (the ωB97M-V functional and the def2-TZVPD basis) for the molecule C5H10N2O.

Structure (ORCA input):
```
! RIJCOSX wB97M-V def2-TZVPD def2/J DEFGRID3
* xyz 0 1
C -0.19 0.77 -1.36
C 0.83 1.10 -0.24
C 0.51 -1.92 -0.26
N -1.16 -0.18 -0.76
C -0.47 -0.90 0.21
C 0.04 1.09 1.43
N -0.68 -0.76 1.52
O -0.92 1.83 1.51
H -1.92 0.35 -0.34
H -1.63 -0.49 1.74
H -0.73 1.65 -1.68
H 0.30 0.30 -2.21
H 0.93 1.16 2.07
H 1.14 2.14 -0.23
H 1.73 0.48 -0.26
H 1.11 -2.28 0.57
H 1.18 -1.58 -1.05
H -0.06 -2.76 -0.66
*
```

Output
DFT total energy, eV: -10371.81347
Energy above the lowest of the compared OMol25 structures with the same formula, charge and spin, kJ/mol: 336.90
Strongest force on any atom, eV/Å: 5.063
Lowest unoccupied orbital energy, eV: 0.44
E_HOMO, eV: -8.49
Structure (SMILES): [H]/N=C(/C)NCCC=O
Gap between HOMO and LUMO, eV: 8.93

---

# 7
Density functional theory data (the ωB97M-V functional and the def2-TZVPD basis) for a cluster of 2 separate species, CH2NO4S in total.

Structure (ORCA input):
```
! RIJCOSX wB97M-V def2-TZVPD def2/J DEFGRID3
* xyz -1 1
C 0.07 0.07 0.37
N 0.56 0.04 1.61
O -2.00 2.48 -0.73
O 0.14 -0.82 2.42
O 1.43 0.88 1.95
O -3.24 1.02 0.78
S -2.06 1.85 0.59
H -0.58 -0.72 0.06
H 0.54 0.71 -0.35
*
```

Output
DFT total energy, eV: -21582.78568
Energy above the lowest of the compared OMol25 structures with the same formula, charge and spin, kJ/mol: 376.88
Strongest force on any atom, eV/Å: 1.832
Lowest unoccupied orbital energy (alpha / beta), eV: 3.22 / 3.22
E_HOMO (alpha / beta), eV: -3.87 / -3.87
Gap between HOMO and LUMO (alpha / beta), eV: 7.09 / 7.09

---

# 8
Density functional theory data (the ωB97M-V functional and the def2-TZVPD basis) for a structure of composition C23H45Cl3N2O6PSiV.

Structure (ORCA input):
```
! RIJCOSX wB97M-V def2-TZVPD def2/J DEFGRID3
* xyz 0 3
C 0.55 1.73 -5.28
C 0.12 0.69 -4.27
H 0.58 1.33 -6.31
H 1.59 1.86 -4.96
H 0.04 2.72 -5.28
C 0.10 -0.62 -4.53
C 0.16 -1.13 -5.92
H 0.26 -1.30 -3.70
H 1.17 -1.29 -6.34
H -0.37 -0.41 -6.55
H -0.40 -2.07 -5.92
V 1.24 1.70 2.67
Cl 0.58 3.76 2.36
Cl 3.26 1.00 2.71
C -2.34 0.07 2.20
O -1.38 -0.71 2.33
N -3.56 -0.48 2.24
C -3.62 -1.92 2.21
C -4.72 0.31 1.90
H -2.31 1.17 2.06
H -2.83 -2.31 2.86
H -3.45 -2.31 1.20
H -4.60 -2.23 2.56
H -4.50 1.34 2.21
H -5.58 -0.08 2.44
H -4.91 0.29 0.82
H 2.51 -2.24 -1.86
H 0.14 -3.44 -2.75
C 2.39 -3.15 -1.26
C 0.21 -4.02 -1.82
N 1.01 -3.31 -0.84
H 3.07 -3.13 -0.41
C 0.66 -2.90 0.42
O 1.45 -2.31 1.15
H -0.80 -4.23 -1.45
H -0.38 -3.13 0.76
H 2.66 -3.99 -1.91
H 0.72 -4.96 -2.07
O 1.38 0.95 -2.30
C 0.06 1.15 -2.81
C -0.99 -0.86 -1.59
C -1.04 0.47 -1.99
H -0.02 -1.35 -1.67
C -2.15 -1.51 -1.18
H -0.05 2.24 -2.75
C -2.24 1.18 -1.90
H -2.09 -2.52 -0.80
C -3.39 -0.86 -1.24
C -3.41 0.50 -1.57
H -2.23 2.23 -2.19
H -4.32 -1.41 -1.10
H -4.37 1.04 -1.57
Si 2.80 1.63 -2.09
Cl 0.39 0.62 1.17
C 3.64 0.11 -1.36
C 2.71 2.78 -0.60
C 3.30 2.89 -3.33
H 2.94 -0.63 -0.92
H 4.27 0.48 -0.54
H 4.21 -0.36 -2.18
H 3.87 2.39 -4.12
H 3.92 3.61 -2.76
H 2.41 3.42 -3.70
H 1.75 3.26 -0.38
H 3.46 3.54 -0.81
H 3.01 2.21 0.29
C 2.28 1.84 6.10
O 0.86 1.92 5.80
P 0.32 0.95 4.58
O -1.31 0.98 4.90
C -1.91 2.26 5.16
O 0.71 -0.53 5.19
C 0.29 -1.80 4.66
H 2.68 2.86 6.14
H 2.88 1.31 5.34
H 2.38 1.35 7.07
H -1.75 2.54 6.21
H -1.55 3.07 4.50
H -2.99 2.15 4.99
H 0.65 -1.97 3.64
H 0.70 -2.55 5.34
H -0.80 -1.86 4.68
*
```

Output
DFT total energy, eV: -120271.18541
Energy above the lowest of the compared OMol25 structures with the same formula, charge and spin, kJ/mol: 183.77
Strongest force on any atom, eV/Å: 4.521
Lowest unoccupied orbital energy (alpha / beta), eV: 0.26 / 0.35
E_HOMO (alpha / beta), eV: -8.12 / -8.53
Gap between HOMO and LUMO (alpha / beta), eV: 8.39 / 8.89